A structure of composition C7H15Br2InN in a non-equilibrium geometry. Source: OMol25; level of theory: wB97M-V/def2-TZVPD.

```
26
Properties=species:S:1:pos:R:3:forces:R:3
In -1.6093 -0.7615 0.1280 0.0529 0.9330 -0.4714
Br -1.6398 -5.3159 2.2065 -0.4495 0.3559 0.1363
Br 1.0551 -2.5238 1.5703 -0.9805 -0.3741 -0.1705
N -0.2802 3.7163 -0.1092 8.2254 0.3581 -5.8155
C 1.7130 1.3405 -2.3407 -0.0391 0.0021 0.0105
C 1.8645 2.7736 -2.8407 -0.0252 -0.3968 -0.2095
C 1.9968 3.7894 -1.7043 -1.0681 -0.1373 0.4189
C -1.4759 -2.7762 3.7012 -0.7932 -0.4725 0.8157
C 0.7523 3.7495 -0.8325 -6.8764 0.0045 5.0932
C -0.8932 -2.7239 1.0034 -1.1299 -1.7076 0.0478
C -1.8387 -3.3260 2.1998 1.0710 2.2554 -0.0995
H -0.8331 -3.5689 4.3171 -1.2242 1.8638 -1.5854
H 1.6510 0.6477 -3.1859 0.0020 0.0638 0.1572
H 2.7516 2.8348 -3.4807 -0.0412 0.1849 0.0741
H -2.5132 -2.6951 4.2854 2.2473 -0.0781 -1.1804
H -0.9546 -1.7223 3.7159 -1.0466 -2.1764 -0.3060
H -3.3721 -0.7418 -0.3143 0.3767 -0.3019 0.2495
H -0.6683 -0.5093 -1.4210 -0.2369 -0.2868 0.4163
H 2.5693 1.0481 -1.7220 -0.1142 0.0084 -0.0515
H 0.9984 3.0247 -3.4652 0.1454 0.0882 0.1185
H -2.9417 -3.0126 1.9663 2.0811 -1.0561 0.2505
H -0.8666 -3.5101 0.1236 0.0771 1.5181 1.9250
H 0.8008 1.2129 -1.7493 0.1663 -0.0394 -0.0613
H -1.2576 0.6857 1.1514 -0.0647 -0.5605 -0.0361
H 2.1164 4.7978 -2.1139 -0.1281 -0.0559 0.2277
H 2.8752 3.5663 -1.0891 -0.2272 0.0074 0.0461
```
Positions in Å, forces in eV/Å.

Properties
highest occupied orbital energy = -5.02 eV
Kohn-Sham gap = 7.85 eV
E = -5668.52852 hartree
charge = -1

Löwdin atomic charge list, values in e, 6 entries:
1. In 0.136
2. Br 0.512
3. Br 0.405
4. N 0.119
5. C -0.124
6. C -0.286